71
Properties=species:S:1:pos:R:3 method="wB97M-V/def2-TZVPD" total_charge=+1 de_lowest_kcal_mol=260.8 orbital_gap_ha=0.0557
Tl 0.712 -0.595 -1.411
As 2.445 -2.665 5.350
As -6.160 2.634 -2.026
F -7.821 3.251 -2.274
F -6.575 1.232 -3.109
F 2.045 -2.150 3.647
F 3.066 -1.039 5.699
F 0.847 -2.109 5.946
F -6.842 1.860 -0.455
F -5.661 4.165 -1.194
F 4.064 -3.327 4.775
F -4.544 1.901 -1.686
F 1.628 -4.261 4.917
F -5.644 3.472 -3.533
F 2.970 -3.303 6.978
O 0.111 4.777 -1.653
O -0.666 2.019 -6.071
O 4.136 -0.413 -0.108
O -3.391 -2.398 2.024
O -1.250 1.971 3.155
O 1.305 -4.434 -0.600
N -3.818 -3.479 3.948
N -1.637 3.791 -7.117
N -2.108 2.158 5.193
N -3.065 3.176 3.543
N 3.965 -3.326 -0.426
N -5.448 -2.605 2.923
N 0.082 2.965 -7.954
N -0.089 6.923 -1.171
N 1.218 6.270 -2.774
C -0.845 2.814 -7.012
C 5.242 -1.328 -0.232
C 4.240 0.735 0.881
C 2.495 -5.313 -0.712
C -2.036 2.449 3.963
C -4.158 -2.776 2.902
C 0.167 -5.229 -0.388
C 5.066 -2.584 -1.057
C 0.357 5.925 -1.885
C 3.791 -4.575 -1.110
H -3.232 3.422 2.577
H -2.719 2.578 5.879
H 0.202 7.869 -1.375
H 2.711 -5.739 0.268
H -5.857 -1.850 2.391
H 6.069 -0.863 -0.768
H -3.855 3.300 4.160
H 4.638 -5.219 -0.876
H 0.149 -6.109 -1.031
H 5.923 -3.258 -1.044
H 5.337 -1.673 0.798
H 1.674 5.534 -3.293
H -0.797 -4.722 -0.404
H 0.807 2.262 -7.930
H 1.626 7.183 -2.630
H 3.313 1.299 0.981
H 3.745 -4.385 -2.183
H 4.286 -3.626 0.483
H 4.326 0.276 1.866
H -5.845 -2.929 3.793
H 4.882 -2.268 -2.084
H -4.417 -3.960 4.603
H -1.653 4.405 -7.919
H -1.483 1.377 5.329
H 0.301 -5.757 0.555
H -0.585 6.755 -0.308
H -2.823 -3.571 4.096
H -2.411 3.879 -6.474
H 2.340 -6.053 -1.498
H 4.995 1.507 0.734
H 0.163 3.754 -8.579